5 unconnected molecules or ions with the total composition C5H18NO6 in a non-equilibrium geometry. Source: OMol25; level of theory: wB97M-V/def2-TZVPD.

Values from the calculation:
energy = -707.51101 Ha
E_HOMO = -0.173 hartree
largest force on an atom = 0.0575 hartree/bohr
charge = -1
LUMO = 3.2 eV
ΔE to the lowest compared entry with this formula, charge and spin = 330.2 kJ/mol

Each line ends with the Mulliken charge.
Geometry (Å):
H1 -2.49 2.60 -1.14  0.354
H2 -2.66 0.42 1.40  0.381
H3 -0.97 -2.86 0.12  0.380
O1 2.17 -3.77 -0.83  -0.889
O2 -3.59 0.56 1.63  -0.700
H4 -0.85 -1.46 1.15  0.226
O3 -2.35 3.55 -0.97  -0.688
H5 1.37 -0.01 1.69  0.312
H6 -1.70 3.46 -0.23  0.345
N1 0.69 2.51 -0.18  -0.666
H7 -1.80 -1.20 -1.44  0.399
O4 3.41 -1.25 -1.32  -0.725
H8 1.40 0.66 -0.61  0.019
H9 1.74 -3.60 -1.68  0.277
C1 0.58 0.71 1.46  -0.134
H10 1.60 2.92 0.00  0.206
O5 -0.13 1.26 2.27  -0.495
O6 0.92 -1.99 0.25  -0.720
H11 3.34 -2.23 -1.33  0.401
C2 -0.83 -0.92 -0.98  -0.724
C3 0.54 1.04 -0.05  0.918
H12 -0.21 -1.35 -1.78  0.314
H13 -1.59 0.94 -0.11  -0.431
H14 -0.74 1.08 -1.65  0.329
H15 2.83 -1.04 -0.58  0.343
H16 1.65 -3.04 -0.16  0.436
C4 -0.74 0.55 -0.69  -0.145
C5 -0.42 -1.91 0.19  -0.783
H17 0.22 2.89 -0.99  0.158
H18 -4.00 -0.31 1.64  0.302